126
Properties=species:S:1:pos:R:3:forces:R:3:mulliken_charge:R:1 method="wB97M-V/def2-TZVPD" de_lowest_kj_mol=139.5 energy_ha=-2196.73170
H 15.564 14.876 12.033 -0.310 -0.273 -0.166 0.523
C 19.296 8.467 8.290 -0.824 -0.223 -0.290 -1.716
H 15.897 10.810 13.426 0.108 -0.358 0.369 -0.850
H 16.860 8.851 14.911 -0.954 0.610 -0.061 0.245
H 15.007 19.775 9.627 0.182 0.252 0.776 0.262
H 10.596 17.159 12.805 -0.066 0.260 -0.224 0.397
H 14.791 12.458 14.823 0.027 0.122 0.403 0.259
H 15.329 12.702 5.374 -0.144 0.432 0.058 0.410
C 9.580 15.389 13.201 -2.364 -1.498 -0.401 -0.724
H 20.392 10.517 13.545 -0.186 0.251 -0.045 0.235
H 15.345 8.582 6.298 -0.073 -0.523 -0.550 0.426
N 15.177 7.352 12.283 -0.875 -1.192 -0.374 -0.515
C 14.895 12.888 6.368 -0.809 0.116 0.645 0.076
C 13.808 7.446 11.753 0.518 0.692 0.023 0.031
H 11.710 15.193 11.481 0.016 0.359 -0.155 0.156
C 17.488 11.363 14.768 -1.368 -0.925 0.990 -1.112
H 15.047 11.365 16.246 -0.064 0.359 1.321 0.566
N 11.307 16.485 14.625 -0.939 -0.151 0.665 -0.743
C 15.349 14.219 6.980 -0.224 -0.224 -1.173 -0.899
O 12.101 17.826 8.969 0.232 0.667 -1.275 -0.450
H 19.962 10.104 10.471 -0.214 0.138 -0.055 0.291
H 12.852 16.201 12.459 -0.296 0.075 -0.272 0.415
H 10.816 17.079 10.315 -0.236 -0.459 0.274 -0.098
C 19.704 11.170 14.094 0.613 -0.005 0.912 -0.786
H 20.229 11.593 9.513 -0.534 -0.727 0.142 0.185
C 12.810 7.456 12.947 -1.451 -0.167 -1.597 -1.141
H 10.459 13.752 8.028 0.061 -0.082 0.289 0.306
H 14.455 14.580 10.695 -0.061 -0.129 -0.738 -0.088
H 18.236 8.440 8.549 0.154 -0.245 0.155 0.205
H 20.014 11.138 15.173 0.103 0.410 -0.732 0.327
H 16.385 14.321 6.631 -0.024 0.363 0.752 0.489
O 12.076 12.575 13.620 0.233 0.065 0.423 -0.555
H 12.823 6.501 13.444 0.321 -0.241 0.444 0.434
H 15.720 9.370 15.975 -0.039 -0.051 0.069 0.292
H 14.295 8.863 10.110 -0.137 -0.306 0.035 -0.711
H 16.549 17.848 8.195 -0.061 0.291 0.437 0.332
H 11.754 11.025 12.351 -0.685 -0.603 -0.163 0.532
H 12.678 13.112 8.055 -0.525 0.105 0.355 0.183
H 19.300 10.423 7.486 0.242 -0.423 1.000 -0.051
H 10.487 13.770 9.820 0.074 -0.122 -0.196 0.038
H 10.475 12.210 8.932 0.135 0.389 0.074 0.155
H 16.365 13.110 10.798 -0.648 0.021 0.342 -0.119
H 13.566 6.675 10.995 0.344 -0.253 0.879 0.368
O 17.625 13.682 9.605 0.591 1.144 -0.101 0.005
H 17.754 11.244 15.838 -0.186 0.028 -0.079 0.367
O 12.298 13.289 8.956 -0.677 0.009 -0.088 0.104
H 15.970 7.029 11.760 -0.335 -0.063 -0.650 0.232
H 19.363 8.144 7.262 -0.071 -0.180 -0.486 0.473
H 19.600 14.486 9.587 0.310 -0.095 -0.592 0.346
C 10.855 13.250 8.927 0.879 -0.252 -0.445 -0.671
H 10.887 9.459 9.268 -0.207 -0.021 0.082 0.368
H 9.252 15.284 12.126 0.101 0.264 0.778 0.295
H 16.668 9.421 7.141 0.223 -0.172 0.017 0.050
H 13.519 19.894 8.889 0.705 -0.123 0.040 0.285
C 15.307 11.693 7.193 0.242 0.204 1.919 0.234
C 13.576 8.717 10.936 0.015 0.207 0.635 1.347
C 10.822 16.196 13.246 1.952 -0.741 1.108 0.119
H 12.044 10.616 10.010 -0.287 0.172 0.272 -0.160
H 16.148 18.048 9.953 0.020 -0.442 -0.353 0.414
C 11.989 15.527 12.482 0.048 -0.101 0.214 -0.650
H 11.278 15.884 9.014 0.215 0.642 0.318 -0.205
H 14.765 15.032 6.499 0.304 -0.297 0.393 0.443
N 13.386 12.848 6.331 1.207 -0.215 -0.171 -0.736
C 15.592 9.382 6.960 0.120 0.222 1.244 -0.009
H 7.846 13.670 14.450 0.038 0.121 -1.159 0.292
H 8.249 13.121 12.664 -0.849 0.316 -0.358 0.373
H 13.163 11.916 5.993 -0.318 0.007 -0.092 0.257
N 14.485 19.549 8.812 -1.183 -0.470 -1.280 -0.757
C 19.594 10.671 9.601 0.041 0.885 0.517 -1.044
C 11.984 12.075 12.314 0.636 0.290 -1.070 -0.028
O 15.584 12.898 11.368 0.228 0.395 -0.516 0.300
O 12.257 8.625 10.501 -0.680 -0.735 -0.469 -0.406
H 12.373 14.611 12.952 -0.512 0.456 0.314 -0.056
H 8.834 12.306 14.079 0.074 -0.075 -0.126 0.316
H 13.615 9.605 11.562 0.555 0.357 0.372 -0.402
H 13.965 10.916 14.917 0.496 0.275 0.289 0.393
H 10.205 17.236 8.679 -0.289 0.253 -0.227 0.392
O 9.762 14.034 13.694 0.164 1.093 -0.093 -0.288
C 19.815 9.869 8.341 -0.829 1.073 -1.396 1.308
H 14.393 17.886 7.533 -0.402 0.014 -0.207 0.250
H 15.210 14.251 8.071 0.282 -0.031 -0.409 -0.287
H 17.996 12.773 9.542 0.225 0.477 0.255 0.412
H 15.842 16.528 9.022 0.109 -0.709 0.444 -0.130
H 11.232 12.669 11.726 0.694 -0.758 0.261 0.011
H 18.697 14.814 10.996 -0.157 0.150 0.586 0.334
N 15.960 9.373 14.992 1.373 -1.561 -0.349 -0.634
H 13.553 17.666 10.385 -0.099 0.127 1.225 0.035
C 17.422 10.346 10.580 0.521 -1.279 0.398 -0.243
O 15.174 10.576 6.395 -0.877 -0.566 -1.397 -0.494
H 21.546 8.970 7.772 0.272 0.066 -0.327 0.205
H 11.601 15.640 15.173 -0.552 0.898 -1.072 0.311
H 17.888 10.147 11.533 0.258 -0.150 0.538 0.147
H 11.256 13.068 13.749 -0.049 0.152 0.332 0.468
H 16.352 11.696 7.590 -0.495 0.583 -0.200 0.066
H 15.430 8.112 12.852 0.193 1.074 0.960 0.107
H 13.085 13.507 5.627 -0.234 0.066 -0.122 0.237
H 13.503 16.278 9.286 -0.476 1.303 -0.062 -0.267
C 16.057 10.727 14.520 0.825 1.152 -0.317 2.150
C 11.065 16.950 9.263 -0.292 -0.615 0.259 0.235
H 14.602 11.641 8.082 0.736 -0.014 -0.567 -0.090
H 18.261 15.664 9.529 -0.166 0.311 -0.357 0.201
H 10.492 16.897 15.121 0.953 -0.372 -0.109 0.285
H 8.691 15.799 13.796 1.230 -0.032 -0.733 0.347
H 19.865 7.731 8.842 0.122 0.047 0.661 0.481
H 16.521 10.867 10.796 -0.887 0.353 -0.202 -0.148
C 14.886 14.123 11.572 1.827 0.490 0.077 -0.184
H 17.512 12.435 14.584 -0.010 0.226 -0.554 0.406
O 18.252 11.134 9.796 1.222 0.697 -0.968 -0.090
C 13.361 17.420 9.362 1.318 -2.445 -0.048 0.170
H 21.561 10.634 7.604 0.422 0.454 -0.544 0.220
C 14.899 11.442 15.202 -0.236 0.012 -1.957 -1.867
H 19.727 12.205 13.696 0.165 -0.408 0.238 0.269
H 14.097 13.958 12.241 -0.954 -0.460 0.998 -0.435
H 17.279 9.392 10.077 -0.579 -0.163 0.105 0.038
N 21.222 9.856 8.113 0.748 -0.675 0.708 -0.628
H 15.097 9.192 7.930 0.080 0.058 -0.196 -0.284
H 12.978 12.090 11.796 -0.713 0.459 0.351 -0.352
H 11.735 7.541 12.533 1.702 0.202 0.694 0.257
C 14.488 18.074 8.601 -0.875 1.883 -0.402 0.572
O 18.426 10.630 14.016 -0.693 -0.096 -0.700 -0.200
C 18.607 14.730 9.926 -0.903 -1.803 0.243 -0.893
C 15.831 17.601 8.992 1.136 -0.188 0.033 -1.030
H 12.569 9.614 8.730 -0.025 -0.249 -0.246 0.174
C 11.905 9.611 9.605 0.455 0.905 -0.795 -0.170
C 8.561 13.286 13.680 0.826 -0.515 1.586 -1.000
H 13.025 8.281 13.642 -0.019 -0.296 -0.228 0.155